No. 1
{
  "formula": "C29H44Cl2O14",
  "method": "ωB97M-V with the def2-TZVPD basis set",
  "relative_energy_kcal_mol": 0.0,
  "total_energy_ha": -3105.21655,
  "homo_lumo_gap_ha": 0.3882,
  "symbols": ["H", "C", "H", "C", "H", "C", "C", "H", "H", "H", "H", "C", "O", "C", "Cl", "H", "H", "C", "C", "C", "C", "H", "H", "O", "H", "H", "C", "H", "H", "C", "C", "O", "H", "H", "H", "H", "O", "O", "O", "H", "C", "H", "H", "H", "H", "H", "H", "H", "O", "C", "H", "H", "H", "C", "O", "H", "C", "C", "C", "C", "C", "Cl", "C", "H", "H", "H", "H", "H", "C", "H", "H", "C", "O", "O", "O", "H", "O", "H", "C", "O", "C", "C", "H", "O", "C", "C", "H", "H", "H"],
  "positions_angstrom": [[-11.2163, 18.5103, 10.6659], [-12.4807, 11.2403, 12.4860], [-12.9734, 17.5506, 4.5526], [-10.9036, 18.0176, 14.1764], [-9.4282, 11.7824, 13.6006], [-14.1526, 17.3224, 11.3903], [-7.6570, 17.9277, 11.4307], [-8.6848, 19.8148, 7.7899], [-6.1345, 15.8016, 9.4082], [-10.6126, 14.2543, 7.8335], [-10.7656, 9.9459, 14.4183], [-12.2993, 17.6363, 5.4166], [-8.0994, 18.4743, 12.4116], [-12.9514, 18.4599, 6.5561], [-12.1006, 12.9686, 9.1390], [-11.8773, 17.9225, 14.6236], [-10.8616, 14.9543, 9.3143], [-9.7459, 17.9786, 7.9692], [-11.1501, 18.6899, 9.6348], [-10.4378, 19.8894, 9.2053], [-10.3991, 16.1976, 12.7546], [-8.8868, 10.5199, 9.1318], [-10.1271, 9.2523, 12.8873], [-8.4907, 7.4337, 8.4171], [-10.2049, 6.6530, 9.1673], [-11.0958, 16.1475, 6.4173], [-7.0549, 16.3586, 9.7306], [-15.1620, 14.7921, 11.7681], [-9.7951, 11.4853, 11.8202], [-7.9667, 8.6798, 8.3561], [-13.5588, 15.6265, 12.8199], [-13.0188, 15.0820, 13.7401], [-13.5837, 14.0356, 11.3820], [-9.3136, 10.0524, 7.4892], [-13.5779, 18.2057, 11.2185], [-10.2676, 19.8110, 7.0232], [-11.0498, 17.3663, 12.8781], [-13.4489, 17.6260, 7.4921], [-10.2446, 15.6354, 11.6978], [-11.8186, 12.5908, 13.8517], [-10.7740, 13.9880, 8.8279], [-11.4797, 13.1059, 12.1662], [-7.9192, 15.9496, 9.2298], [-14.3883, 16.0923, 9.7012], [-11.3537, 18.1211, 5.1716], [-12.1761, 18.7377, 9.2615], [-12.8154, 15.8963, 10.4766], [-11.1106, 20.7054, 8.9796], [-6.8295, 8.9346, 8.2130], [-12.1623, 16.2777, 6.1116], [-11.2198, 9.3268, 8.8015], [-5.6200, 17.9565, 9.4324], [-9.5911, 20.1093, 9.9413], [-9.9066, 7.4676, 8.5512], [-7.4676, 18.6145, 10.2626], [-10.4118, 18.9671, 14.0057], [-9.1541, 9.6738, 8.4902], [-9.9336, 15.7625, 14.0755], [-13.1038, 16.2348, 7.2231], [-6.7027, 17.8166, 9.3231], [-11.4694, 12.2572, 12.9033], [-9.3135, 13.2810, 9.4618], [-10.6447, 10.0844, 13.3050], [-12.6808, 15.8279, 8.1367], [-6.3254, 16.3057, 11.7277], [-9.0292, 15.2353, 14.0074], [-10.8178, 15.1822, 14.3461], [-7.0583, 18.1212, 8.3818], [-14.1305, 14.9696, 11.6365], [-15.1911, 17.5928, 11.2469], [-10.2698, 8.8660, 10.1381], [-9.9326, 17.0740, 14.8841], [-11.9299, 9.9777, 12.7051], [-13.0056, 19.6580, 6.6455], [-9.0892, 17.2090, 7.3104], [-12.3805, 15.4538, 5.4159], [-13.5242, 11.3634, 11.9330], [-13.9562, 15.6635, 6.8956], [-10.1622, 11.4504, 12.8704], [-10.5604, 17.5546, 8.9264], [-10.2934, 8.8348, 9.0638], [-7.2396, 16.4435, 11.2116], [-10.3091, 7.1942, 7.5825], [-13.7725, 16.9221, 12.7356], [-13.8476, 16.0674, 10.5990], [-9.7042, 19.4890, 7.8607], [-8.0451, 15.8453, 11.6623], [-10.3180, 16.7604, 15.8717], [-8.8988, 17.4693, 14.8619]]
}



No. 2
{
  "formula": "C42H34BF4MgN4O6S5",
  "method": "ωB97M-V with the def2-TZVPD basis set",
  "total_energy_ha": -4906.91003,
  "total_charge": -1,
  "homo_lumo_gap_ha": 0.3036,
  "symbols": ["H", "C", "C", "S", "S", "C", "O", "H", "C", "H", "H", "H", "C", "H", "H", "N", "F", "H", "C", "C", "H", "H", "N", "H", "C", "H", "C", "F", "H", "H", "C", "C", "C", "H", "H", "C", "F", "B", "S", "H", "C", "H", "C", "C", "C", "C", "H", "S", "H", "C", "H", "H", "H", "H", "C", "N", "C", "C", "C", "C", "O", "S", "N", "C", "C", "O", "C", "O", "C", "C", "C", "C", "F", "H", "C", "C", "C", "H", "H", "H", "C", "C", "O", "C", "C", "C", "H", "H", "C", "C", "H", "H", "H", "H", "Mg", "C", "O"],
  "positions_angstrom": [[4.9568, -5.7009, 0.1009], [0.4603, 3.3854, 3.4191], [0.0498, -4.6140, -3.2892], [-0.2918, -4.2691, 1.6383], [2.1808, -1.9097, 1.2013], [4.7048, 2.0899, -0.6148], [2.5479, -1.4878, 2.5247], [-2.0589, -4.9639, -3.4549], [3.6935, -4.0900, 0.7244], [0.2720, 2.0505, -3.2521], [-2.0978, 1.3600, 4.1923], [5.3949, 2.6378, 0.0129], [5.1382, 1.5531, -1.8195], [-5.1703, 3.4938, 2.0934], [-0.3230, 5.9024, -0.2125], [-0.2993, -0.4001, 3.0184], [-2.6110, -2.0365, 2.5156], [0.3212, -5.5158, -3.8245], [1.3343, 4.2339, 4.0883], [1.3559, -4.5976, 0.9772], [-0.4802, 3.7622, 3.0353], [-4.2964, 2.5363, 4.1973], [0.6408, 1.3144, 0.9219], [2.2376, 0.1240, -2.8495], [-3.0743, 0.5409, -4.3272], [6.1716, 1.6727, -2.1199], [-1.6311, -3.1656, -2.3737], [-4.4962, -2.5118, 1.2577], [-3.8662, 3.2900, 0.0041], [-2.6683, -2.9303, -2.1681], [-4.3699, 0.6809, -3.8432], [2.5399, 3.7472, 4.5700], [2.5375, 1.1941, -1.0268], [4.6065, 0.4352, -3.5707], [-5.6798, 0.4539, -2.1567], [3.9455, -5.3935, 0.3363], [-4.0653, -0.3334, 1.8294], [-4.0067, -1.6672, 2.2525], [-1.1396, -0.8394, -1.0059], [3.0788, -7.3118, -0.0965], [-0.6294, -2.3466, -1.8781], [-1.6710, 2.1504, 0.0302], [0.2436, 3.8449, -0.3843], [-4.2018, 3.0098, 2.1063], [-2.4846, 1.8367, 3.3001], [0.7972, 2.0513, 3.2534], [0.4428, 3.6939, 0.6693], [0.8086, 1.1272, -0.5814], [-2.8415, 0.8167, -5.3483], [2.0013, 1.5555, 3.7355], [3.0255, 2.2961, 0.7340], [1.0739, 5.2758, 4.2275], [-0.4911, 4.2374, -4.1544], [1.4780, -1.9652, -1.7471], [2.8735, 2.4098, 4.3905], [0.0876, 0.1707, -1.5474], [-3.7114, 2.4763, 3.2894], [3.3914, 1.9152, -0.2128], [-1.7471, 1.7595, 2.1282], [0.1474, 2.9078, -2.6033], [-0.0534, -3.3910, 2.7819], [-0.1965, 0.8608, 2.2986], [-1.6245, -0.5866, 0.3429], [1.0435, -3.7693, -2.8177], [2.9422, 0.6813, -2.2451], [0.7972, -1.6300, 0.7747], [-0.2816, 4.1285, -3.0982], [3.0965, -1.4173, 0.1734], [0.3992, 2.7721, -1.2471], [-0.4559, 5.2042, -2.2375], [-4.6703, 0.3437, -2.5308], [-3.6733, -0.1320, -1.6904], [-4.7065, -1.8209, 3.4468], [2.0889, -4.0116, -2.9653], [-1.2866, -4.3054, -3.0797], [2.3990, -3.6851, 1.0317], [-2.3901, -0.2803, -2.1882], [-0.8069, 6.1522, -2.6249], [3.8192, 2.0321, 4.7582], [0.7745, -6.5835, 0.5252], [4.2585, 0.8536, -2.6355], [-2.2336, 2.2743, 0.9418], [-1.0817, -3.5809, 0.6146], [0.7064, -2.6203, -2.1182], [-0.1863, 5.0643, -0.8835], [2.8945, -6.2961, 0.2306], [-3.8589, -0.3847, -0.6488], [-5.1484, 1.0569, -4.4958], [-3.4690, 2.9019, 0.9340], [-2.0781, 0.0497, -3.4989], [2.2299, 0.5095, 3.5686], [4.4799, -3.3484, 0.7644], [3.2217, 4.4118, 5.0867], [-1.0623, -0.0784, -3.8513], [-0.8604, -1.8306, 1.7504], [1.6114, -5.8995, 0.5619], [-0.7739, -5.5886, 1.9577]]
}



No. 3
{
  "formula": "C4H6O2",
  "method": "ωB97M-V with the def2-TZVPD basis set",
  "relative_energy_kcal_mol": 18.8,
  "total_energy_ha": -306.47634,
  "homo_lumo_gap_ha": 0.3800,
  "symbols": ["C", "H", "H", "O", "C", "H", "C", "C", "H", "O", "H", "H"],
  "positions_angstrom": [[1.3140, 0.2272, -0.7995], [1.7445, 1.1021, -1.2868], [-2.4749, 0.0808, -0.0437], [-1.3557, -1.2582, -1.0487], [-1.5571, -0.5334, -0.1035], [-0.9726, 0.1412, 1.8812], [-0.5317, -0.2968, 0.9793], [0.4659, 0.7026, 0.3590], [-0.0245, -1.2335, 1.2318], [0.5229, 1.8404, 0.7623], [2.1235, -0.4015, -0.4182], [0.7456, -0.3708, -1.5133]]
}



No. 4
{
  "formula": "C6H11NO2",
  "method": "ωB97M-V with the def2-TZVPD basis set",
  "relative_energy_kcal_mol": 48.1,
  "total_energy_ha": -440.41064,
  "homo_lumo_gap_ha": 0.3853,
  "symbols": ["H", "H", "C", "C", "H", "C", "H", "H", "C", "H", "H", "H", "H", "C", "H", "N", "O", "H", "O", "C"],
  "positions_angstrom": [[-2.1438, 1.0562, -2.1746], [-0.6566, 0.7140, -3.0723], [0.4549, 0.0934, 1.1544], [0.7302, 1.4925, 1.7050], [-0.2070, 2.0022, 1.9021], [-1.4087, -1.0264, -1.8960], [1.3072, 2.0720, 0.9932], [1.2789, 1.4012, 2.6364], [-0.2112, 0.1835, -0.1599], [-0.7869, -1.3211, 1.5788], [-2.4774, -1.2671, -1.9504], [2.2276, -0.8455, 1.9301], [-0.8725, -1.6016, -2.6647], [1.7586, -0.7005, 0.9610], [1.5327, -1.6716, 0.5282], [-0.4424, 0.9940, -1.0404], [-0.9226, -1.3449, -0.6458], [2.4392, -0.1648, 0.3059], [-0.4028, -0.5760, 2.0557], [-1.1975, 0.5105, -2.1466]]
}